(1)
Molecular formula: C3H7O3
Method: DFT, ωB97M-V/def2-TZVPD

Kohn-Sham gap (eV): 8.553
Relative energy (zero: lowest compared OMol25 entry of this formula, charge and spin) (kcal per mole): 18.61
Electronic energy (eV): -9368.3511
Net charge: -1
Highest occupied orbital energy (eV): -4.3

Geometry as XYZ:
```
13
C3H7O3 ωB97M-V/def2-TZVPD
C 2.03344 -1.98473 -0.04799
C 1.19421 -0.70475 0.29739
O 0.01866 -0.70685 -0.16880
O 1.75954 0.17430 0.96787
H 3.08016 -1.85028 0.18002
H 1.76629 -2.14445 -1.09772
H 1.53800 -2.87075 0.35999
C -2.08986 1.93598 -0.22527
O -1.40882 1.30297 0.82410
H -0.93652 0.52650 0.42328
H -1.89832 1.43113 -1.17850
H -3.18959 1.88382 -0.06729
H -1.86719 3.00710 -0.26708
```


(2)
Molecular formula: C3H7O3
Method: DFT, ωB97M-V/def2-TZVPD

Kohn-Sham gap (eV): 7.832
Relative energy (zero: lowest compared OMol25 entry of this formula, charge and spin) (kcal per mole): 33.94
Electronic energy (eV): -9367.6867
Net charge: -1
Highest occupied orbital energy (eV): -3.8

Geometry as XYZ:
```
13
C3H7O3 ωB97M-V/def2-TZVPD
C -1.46235 -1.26477 -0.37516
C -0.10933 -0.84909 -1.01090
O 0.18594 0.35070 -1.28218
O 0.71776 -1.75537 -1.21778
H -1.40707 -2.20005 0.03556
H -2.04733 -1.40412 -1.25020
H -1.96804 -0.56318 0.24295
C 0.46927 1.17129 2.13170
O 0.33750 2.10390 1.10473
H 0.33043 1.65264 0.30261
H 0.68875 1.62774 3.02544
H -0.38500 0.40550 2.35721
H 1.47314 0.54301 1.97433
```


(3)
Molecular formula: C3H7O3
Method: DFT, ωB97M-V/def2-TZVPD

Kohn-Sham gap (eV): 7.824
Relative energy (zero: lowest compared OMol25 entry of this formula, charge and spin) (kcal per mole): 25.38
Electronic energy (eV): -9368.0576
Net charge: -1
Highest occupied orbital energy (eV): -4.0

Geometry as XYZ:
```
13
C3H7O3 ωB97M-V/def2-TZVPD
C -0.79997 0.20671 2.08070
C -1.50684 -0.65634 1.00366
O -0.80638 -1.56294 0.48242
O -2.69067 -0.38371 0.70038
H -1.17859 1.22827 2.19595
H 0.25561 0.17697 1.89461
H -0.91160 -0.30912 3.04780
C 1.20983 0.46194 -2.22387
O 2.07281 -0.11667 -1.22955
H 1.51754 -0.66432 -0.66206
H 0.22796 0.57802 -1.75013
H 0.96300 -0.33203 -2.94086
H 1.64730 1.37323 -2.59903
```


(4)
Molecular formula: C3H7O3
Method: DFT, ωB97M-V/def2-TZVPD

Kohn-Sham gap (eV): 8.251
Relative energy (zero: lowest compared OMol25 entry of this formula, charge and spin) (kcal per mole): 18.20
Electronic energy (eV): -9368.3690
Net charge: -1
Highest occupied orbital energy (eV): -4.1

Geometry as XYZ:
```
13
C3H7O3 ωB97M-V/def2-TZVPD
O 1.73096 -0.14040 2.11799
C 0.78177 0.15118 1.37211
O -0.03600 1.06586 1.57310
C 0.60714 -0.78355 0.12464
C 0.50521 0.01767 -1.19788
H 1.44199 -1.35922 0.03175
H -0.27653 -1.37448 0.22316
H -0.38081 0.56068 -1.13074
H 1.43407 0.47397 -1.52023
H 0.45614 -0.59749 -2.01163
H -1.57153 0.43747 0.68179
H -2.24549 1.11588 -0.44698
O -2.44690 0.43242 0.18291
```


(5)
Molecular formula: C3H7O3P
Method: DFT, ωB97M-V/def2-TZVPD

Kohn-Sham gap (eV): 9.440
Relative energy (zero: lowest compared OMol25 entry of this formula, charge and spin) (kcal per mole): 98.54
Electronic energy (eV): -18652.4990
Net charge: 0
Highest occupied orbital energy (eV): -9.2

Geometry as XYZ:
```
14
C3H7O3P ωB97M-V/def2-TZVPD
C 0.86849 -3.14033 -0.66421
C 0.33579 1.71530 0.27148
C -0.73338 0.71262 0.24887
O 1.52717 -3.28732 -1.57568
O 1.56990 1.06237 0.76429
O -1.68249 0.95767 -0.80698
P -0.00124 -1.06610 -0.22944
H 0.70244 2.03668 -0.65787
H 0.03689 2.53887 0.96647
H -1.23102 0.96723 1.24339
H 1.89257 0.44674 0.05603
H -2.39255 0.32735 -0.77107
H -1.09565 -1.93683 0.05498
H 0.20308 -1.33426 1.09974
```


(6)
Molecular formula: C3H7O3PS
Method: DFT, ωB97M-V/def2-TZVPD

Kohn-Sham gap (spin up / spin down) (eV): 6.604 / 6.646
SMILES: CO[S@@]1(=O)=PCCO1
Relative energy (zero: lowest compared OMol25 entry of this formula, charge and spin) (kcal per mole): 148.44
Electronic energy (eV): -29486.4895
Net charge: 0
Highest occupied orbital energy (spin up / spin down) (eV): -7.7 / -7.8

Geometry as XYZ:
```
15
C3H7O3PS ωB97M-V/def2-TZVPD
C -2.40100 -1.45853 -0.16603
O -1.24979 -0.81685 -0.68033
S 0.22631 -1.26790 -0.07446
O -0.05927 -2.49039 0.65309
P 2.73819 -1.07213 -0.65132
C 2.51713 0.59464 0.07528
C 1.56583 0.60534 1.26079
O 0.33100 0.01504 0.91594
H -3.13240 -1.83891 -0.87860
H -2.85062 -0.85868 0.56896
H -1.97040 -2.38765 0.29444
H 2.38353 1.59334 -0.54883
H 3.46920 0.73680 0.55412
H 1.99083 0.02350 2.18064
H 1.34354 1.55122 1.78277
```


(7)
Molecular formula: C3H7O4PS
Method: DFT, ωB97M-V/def2-TZVPD

Kohn-Sham gap (eV): 5.931
Relative energy (zero: lowest compared OMol25 entry of this formula, charge and spin) (kcal per mole): 53.11
Electronic energy (eV): -31538.4419
Net charge: -2
Highest occupied orbital energy (eV): 0.2

Geometry as XYZ:
```
16
C3H7O4PS ωB97M-V/def2-TZVPD
C -1.31797 1.89180 -0.60969
C -0.78463 0.47151 -0.55117
C 0.47399 -1.63001 0.83356
O 1.98495 0.46423 0.38585
O 3.13850 -1.81742 0.42152
O 1.75250 -1.06124 -1.63209
O -1.60995 -0.29116 1.85202
P 2.01552 -1.00331 -0.12509
S -0.30230 0.11638 1.22359
H -2.34222 1.76424 -0.27761
H -0.79194 2.82160 -0.22938
H -1.28429 2.19569 -1.69090
H 0.18012 0.50553 -0.86120
H -1.43140 -0.15613 -1.05965
H -0.30817 -2.30512 0.44479
H 0.62730 -1.96659 1.87545
```


(8)
Molecular formula: C3H7O4PS
Method: DFT, ωB97M-V/def2-TZVPD

Kohn-Sham gap (eV): 10.536
Relative energy (zero: lowest compared OMol25 entry of this formula, charge and spin) (kcal per mole): 8.27
Electronic energy (eV): -31537.7308
Net charge: 0
Highest occupied orbital energy (eV): -10.3

Geometry as XYZ:
```
16
C3H7O4PS ωB97M-V/def2-TZVPD
C -0.49258 1.66828 -0.54525
C -0.43829 0.80430 0.72268
C 0.74482 -1.42907 -0.66962
O 2.24914 0.29306 1.33772
O 2.76273 -0.08027 -0.97921
O 4.80961 -0.68326 0.22390
O 0.91222 1.52159 -0.75585
P 1.17707 0.16835 0.08014
S 3.81950 0.32928 0.10461
H -1.15121 1.17522 -1.32482
H -0.93471 2.69746 -0.38918
H -0.22438 1.47744 1.60319
H -1.39178 0.31964 0.95847
H 0.97306 -2.26395 0.02398
H -0.30877 -1.44683 -0.86891
H 1.23221 -1.46248 -1.66447
```